Entry 1:
Here is a cluster of 2 separate species, C4H9N in total from the Open Molecules 2025 dataset. Energies are from the ωB97M-V functional and the def2-TZVPD basis.

Structure (XYZ):
```
14
Properties=species:S:1:pos:R:3:forces:R:3
H 0.8731 1.0903 -1.1237 0.1 -0.1 0.1
C 1.5883 0.4604 -0.5871 0.0 0.0 0.0
N -0.5127 -0.5354 0.4510 -0.1 0.0 0.0
C -0.2183 0.4486 1.2888 -0.1 -0.2 0.1
H -1.5154 1.5317 -0.2868 -0.1 0.1 -0.2
H 2.4049 1.0960 -0.2309 -0.1 -0.1 0.0
H -0.9010 -1.8815 -1.0446 0.0 0.1 0.2
H -2.3722 -1.2811 -0.0161 0.2 0.0 0.0
H 2.0095 -0.2763 -1.2804 -0.1 0.1 0.1
H -1.8870 1.2441 -0.8765 0.0 0.1 0.0
H 1.4886 -1.0080 1.0562 -0.2 0.1 -0.1
C 0.9052 -0.2063 0.5861 0.3 -0.1 -0.2
H -0.5513 0.6025 2.3043 0.1 0.0 -0.1
C -1.3117 -1.2849 -0.2401 0.0 0.0 0.0
```
Positions in Å, forces in eV/Å.

Total charge ... 0
HOMO-LUMO gap ... 8.5 eV
Energy relative to the best compared isomer or geometry (same formula, charge and spin) ... 4.409 eV

Entry 2:
Here is an isolated molecule of C4H5NO2 in a non-equilibrium geometry from the Open Molecules 2025 dataset. Energies are from the ωB97M-V functional and the def2-TZVPD basis.

Structure (XYZ):
```
12
Properties=species:S:1:pos:R:3:forces:R:3
C -0.9976 -1.5362 -0.1693 0.3 -0.5 -0.2
O -0.1066 -2.1151 -0.7509 -0.6 0.0 0.2
H -1.7180 -2.1202 0.4457 0.0 0.3 -0.3
H -1.5359 0.3571 -1.0834 0.2 -0.3 0.2
H 1.4183 1.6555 1.2582 -0.2 0.2 -0.1
H 0.7750 2.4468 -0.0529 0.1 0.1 0.2
C 1.4358 -0.2896 -0.3057 0.5 -0.4 -0.1
O 2.4439 -0.8625 -0.4691 -0.8 0.7 0.1
C -1.0544 -0.0341 -0.1681 0.3 0.2 0.1
N 0.6214 1.7126 0.6309 0.2 0.3 0.0
H -1.6578 0.3292 0.6695 0.1 0.0 0.0
C 0.3760 0.4566 -0.0048 0.1 -0.5 -0.1
```
Positions in Å, forces in eV/Å.

Total charge ... 0
HOMO-LUMO gap ... 9.1 eV
Energy relative to the best compared isomer or geometry (same formula, charge and spin) ... 2.032 eV